{"formula": "C35H25F3FeN4Sb", "method": "ωB97M-V/def2-TZVPD", "gap_ev": [5.24, 5.28], "spin_multiplicity": 2, "total_charge": 2, "species": ["Fe", "C", "C", "C", "C", "C", "C", "N", "C", "C", "C", "C", "C", "C", "N", "N", "C", "C", "C", "C", "C", "N", "H", "H", "H", "H", "H", "H", "H", "H", "H", "H", "H", "H", "H", "F", "C", "C", "C", "C", "C", "C", "Sb", "C", "C", "C", "C", "F", "C", "C", "C", "C", "C", "C", "F", "C", "C", "H", "H", "H", "H", "H", "H", "H", "H", "H", "H", "H", "H"], "positions_angstrom": [[-0.108, -0.580, -1.394], [-4.088, 3.213, -0.314], [-3.557, 2.141, 0.410], [-2.447, 1.483, -0.055], [-1.816, 1.897, -1.252], [-2.391, 2.959, -1.996], [-3.508, 3.604, -1.521], [-0.722, 1.223, -1.690], [0.090, 1.719, -2.742], [0.537, 3.042, -2.798], [1.483, 3.411, -3.733], [2.032, 2.468, -4.600], [1.649, 1.143, -4.522], [0.656, 0.771, -3.630], [0.353, -0.605, -3.484], [-0.869, -0.921, -3.399], [-0.956, -2.323, -3.019], [-1.451, -3.334, -3.798], [-1.437, -4.606, -3.234], [-0.965, -4.795, -1.940], [-0.517, -3.705, -1.218], [-0.525, -2.484, -1.763], [-4.965, 3.729, 0.052], [-4.022, 1.826, 1.335], [-2.048, 0.649, 0.505], [-1.980, 3.230, -2.958], [-3.950, 4.404, -2.098], [0.171, 3.755, -2.071], [1.823, 4.437, -3.768], [2.785, 2.762, -5.318], [2.094, 0.398, -5.167], [-1.813, -3.145, -4.798], [-1.795, -5.451, -3.807], [-0.949, -5.778, -1.494], [-0.143, -3.788, -0.205], [-4.012, -0.685, 5.253], [-3.035, -0.634, 4.351], [-1.938, 0.171, 4.601], [-0.926, 0.226, 3.653], [-1.028, -0.520, 2.480], [-2.146, -1.322, 2.253], [-3.162, -1.384, 3.195], [0.519, -0.467, 1.073], [1.556, 1.308, 1.480], [0.864, 2.523, 1.465], [1.536, 3.712, 1.689], [2.900, 3.665, 1.920], [3.550, 4.808, 2.131], [3.610, 2.481, 1.945], [2.928, 1.292, 1.723], [1.825, -2.024, 1.585], [1.749, -2.635, 2.836], [2.615, -3.667, 3.163], [3.548, -4.069, 2.225], [4.382, -5.058, 2.535], [3.650, -3.483, 0.975], [2.775, -2.456, 0.657], [-1.887, 0.735, 5.522], [-0.064, 0.856, 3.838], [-2.239, -1.903, 1.341], [-4.040, -1.999, 3.050], [-0.208, 2.550, 1.299], [1.026, 4.666, 1.703], [4.673, 2.499, 2.142], [3.474, 0.356, 1.751], [1.014, -2.313, 3.564], [2.580, -4.157, 4.126], [4.402, -3.832, 0.281], [2.854, -1.991, -0.321]], "lowdin_charge": [0.414, 0.012, -0.020, 0.000, -0.244, 0.031, -0.020, 0.080, -0.190, -0.001, -0.020, -0.015, 0.019, -0.181, 0.043, 0.097, -0.289, 0.036, 0.004, -0.009, -0.069, 0.014, 0.130, 0.125, 0.052, 0.126, 0.128, 0.129, 0.127, 0.128, 0.133, 0.134, 0.132, 0.126, 0.121, 0.106, -0.267, 0.024, -0.096, -0.410, -0.133, 0.015, 1.585, -0.382, -0.130, 0.009, -0.269, 0.102, 0.021, -0.095, -0.402, -0.097, 0.021, -0.267, 0.106, 0.012, -0.138, 0.134, 0.109, 0.099, 0.132, 0.092, 0.129, 0.134, 0.103, 0.104, 0.134, 0.131, 0.098]}